# 1
Molecular formula: C44H46AsFN3O3SbTc
Method: DFT, ωB97M-V with the def2-TZVPD basis set

Geometry as XYZ:
```
100
Properties=species:S:1:pos:R:3:forces:R:3
Tc 1.680 -0.167 -0.023 -0.010 0.056 0.018
F -3.691 3.862 -1.056 -0.083 0.040 -0.005
C -3.732 2.655 -0.476 0.029 0.026 -0.014
C -2.564 1.967 -0.396 -0.048 0.029 -0.013
C -2.526 0.682 0.170 0.094 0.029 -0.035
C -1.305 -0.056 0.259 -0.245 -0.177 0.139
O -0.208 0.471 -0.219 0.138 0.127 0.071
C -1.361 -1.317 0.864 0.081 0.033 0.001
C -2.583 -1.796 1.313 -0.105 -0.051 0.032
N -3.717 -1.119 1.236 0.028 -0.038 0.033
C -4.959 -1.739 1.703 -0.003 0.006 -0.004
C -4.939 -2.596 2.930 0.008 0.023 -0.006
C -5.591 -1.247 2.974 0.011 -0.003 -0.019
C -3.733 0.147 0.659 0.008 0.044 -0.016
C -4.922 0.874 0.574 -0.029 0.026 -0.006
C -4.976 2.143 -0.001 -0.022 -0.032 0.049
N -6.162 2.849 -0.079 -0.012 0.030 -0.012
C -6.241 4.260 -0.498 0.034 -0.037 0.009
C -7.658 4.795 -0.297 0.017 -0.025 -0.002
N -8.227 4.232 0.973 -0.013 -0.005 -0.001
C -8.425 2.732 0.867 0.022 0.008 -0.007
C -7.449 2.167 -0.163 -0.021 -0.036 0.003
C -0.203 -2.212 1.121 0.011 0.068 -0.036
O -0.295 -3.263 1.673 -0.049 -0.118 0.030
O 1.013 -1.765 0.712 0.027 -0.075 0.121
H -1.664 2.416 -0.790 -0.011 -0.002 0.007
H -2.634 -2.781 1.757 0.025 0.003 -0.001
H -5.591 -2.032 0.875 -0.013 -0.013 0.009
H -4.014 -2.703 3.479 -0.004 -0.014 -0.005
H -5.561 -3.479 2.914 0.005 -0.004 0.002
H -5.066 -0.475 3.521 -0.012 0.006 0.003
H -6.670 -1.192 3.008 -0.001 0.007 0.001
H -5.809 0.438 1.004 0.019 0.006 -0.009
H -5.987 4.403 -1.549 0.012 -0.004 -0.027
H -5.546 4.850 0.097 0.031 0.003 0.004
H -8.339 4.510 -1.095 -0.002 0.009 0.000
H -7.647 5.880 -0.227 0.000 0.004 0.007
H -9.114 4.688 1.197 0.000 -0.002 -0.002
H -7.595 4.443 1.748 -0.001 0.004 -0.001
H -9.456 2.555 0.568 -0.005 -0.010 0.003
H -8.268 2.319 1.860 0.000 0.006 0.008
H -7.854 2.270 -1.172 0.000 0.011 -0.010
H -7.347 1.100 0.009 -0.015 0.022 -0.011
C -0.190 -1.640 -6.310 0.050 0.030 -0.005
C -0.610 -2.071 -5.057 -0.004 0.016 -0.055
C 0.134 -1.763 -3.930 0.016 0.024 0.204
C 1.302 -1.023 -4.083 -0.098 -0.039 -0.110
C 1.742 -0.594 -5.336 0.169 0.049 0.036
C 0.980 -0.901 -6.451 -0.133 -0.078 0.005
Sb 2.563 -0.572 -2.492 0.288 -0.047 0.064
C 2.350 1.421 -1.807 0.068 0.014 -0.149
C 1.285 2.214 -2.268 -0.006 -0.052 -0.123
C 1.066 3.457 -1.715 0.067 0.095 0.116
C 1.866 3.916 -0.662 -0.067 -0.053 -0.097
C 2.899 3.134 -0.174 -0.028 0.015 0.020
C 3.156 1.887 -0.750 0.052 -0.071 0.081
C 4.522 -1.244 -2.692 0.070 0.111 -0.081
C 5.589 -0.348 -2.625 -0.059 0.128 0.005
C 6.877 -0.830 -2.799 0.027 -0.043 -0.017
C 7.088 -2.185 -3.032 -0.068 -0.032 -0.002
C 6.015 -3.069 -3.104 0.121 0.070 0.004
C 4.721 -2.602 -2.938 -0.160 -0.058 0.018
H -0.772 -1.891 -7.186 0.005 0.002 -0.003
H -1.513 -2.658 -4.963 0.001 -0.006 0.010
H -0.187 -2.111 -2.955 -0.007 -0.011 -0.010
H 2.665 -0.039 -5.459 0.001 -0.003 0.001
H 1.306 -0.575 -7.430 0.008 0.005 0.000
H 0.651 1.859 -3.074 0.001 -0.008 0.009
H 0.276 4.087 -2.103 0.013 0.009 -0.008
H 1.689 4.897 -0.241 -0.004 -0.005 0.010
H 3.538 3.504 0.617 -0.001 -0.003 0.005
H 4.036 1.335 -0.438 0.008 0.098 -0.096
H 5.430 0.716 -2.482 -0.002 -0.029 0.010
H 7.714 -0.146 -2.775 0.003 0.002 0.002
H 8.096 -2.553 -3.174 0.000 -0.002 0.002
H 6.186 -4.118 -3.303 0.000 -0.007 -0.001
H 3.889 -3.293 -3.016 0.010 0.001 -0.005
C 5.537 -0.044 1.125 -0.049 0.011 -0.072
As 3.820 -0.916 1.289 -0.148 -0.168 0.014
C 4.160 -2.793 1.010 -0.043 0.031 -0.058
C 3.295 -0.716 3.180 -0.067 0.041 -0.061
C 4.239 -1.489 4.046 0.107 -0.044 0.027
C 5.422 -0.910 4.495 0.052 0.126 -0.010
C 6.303 -1.636 5.281 0.062 0.076 0.011
C 6.009 -2.947 5.622 0.022 -0.038 0.024
C 4.828 -3.529 5.184 -0.045 -0.074 0.007
C 3.948 -2.804 4.397 -0.096 -0.098 -0.046
H 6.257 -0.638 1.687 -0.032 -0.018 0.048
H 5.493 0.956 1.554 0.004 0.027 -0.033
H 5.852 -0.005 0.083 -0.008 -0.009 0.020
H 4.973 -3.099 1.667 0.006 0.047 0.036
H 4.443 -2.949 -0.030 0.015 -0.020 0.000
H 3.263 -3.360 1.249 -0.018 0.010 -0.029
H 2.273 -1.085 3.263 0.003 0.004 -0.019
H 3.310 0.353 3.401 -0.014 0.007 -0.026
H 5.642 0.127 4.260 0.015 -0.015 0.012
H 7.212 -1.176 5.644 -0.004 0.022 -0.011
H 6.692 -3.510 6.242 0.009 -0.009 0.009
H 4.591 -4.545 5.468 -0.021 0.000 -0.013
H 3.017 -3.257 4.069 0.014 -0.014 0.017
```
Positions in Å, forces in eV/Å.

Output
⟨S²⟩: 3.878
Energy in eV: -129241.8985
2S+1: 4
Charge: +4
LUMO (spin up / spin down) in eV: -11.761 / -11.516
HOMO-LUMO gap (spin up / spin down) in eV: 4.66 / 4.90

# 2
Molecular formula: C44H46AsIrN7O3
Method: DFT, ωB97M-V with the def2-TZVPD basis set

Geometry as XYZ:
```
102
Properties=species:S:1:pos:R:3:forces:R:3
Ir -1.609 -0.302 1.349 0.330 0.745 0.158
O -3.433 0.196 4.905 -0.011 -0.014 0.027
C -2.947 -0.284 3.897 0.066 0.029 -0.045
N -2.978 0.252 2.665 -0.430 -0.100 -0.001
C -3.589 1.558 2.499 0.083 0.002 -0.047
C -3.245 2.073 1.132 -0.041 0.008 0.060
C -3.822 3.221 0.611 -0.004 -0.030 0.023
C -3.575 3.583 -0.699 0.019 -0.009 -0.031
C -2.789 2.753 -1.490 -0.030 0.031 0.009
C -2.242 1.632 -0.913 -0.023 -0.011 0.027
N -2.407 1.325 0.382 -0.066 0.040 -0.241
C -2.203 -1.592 3.908 0.001 0.026 -0.059
C -2.302 -2.433 4.996 -0.033 0.050 -0.022
C -1.653 -3.656 4.961 0.023 -0.038 0.006
C -0.928 -3.984 3.827 -0.015 -0.014 0.021
C -0.857 -3.079 2.786 -0.077 -0.069 -0.034
N -1.472 -1.890 2.813 0.175 0.070 -0.082
H -3.256 2.253 3.275 0.031 -0.007 -0.013
H -4.677 1.494 2.594 0.000 0.030 0.003
H -4.480 3.807 1.238 -0.003 -0.002 -0.002
H -4.018 4.480 -1.111 -0.001 -0.005 0.001
H -2.604 2.953 -2.536 -0.004 0.003 0.000
H -1.679 0.928 -1.500 0.011 0.021 0.029
H -2.898 -2.103 5.836 0.004 -0.008 0.003
H -1.719 -4.342 5.794 0.001 0.002 -0.003
H -0.408 -4.927 3.740 -0.006 -0.004 0.008
H -0.262 -3.311 1.916 -0.088 -0.016 0.093
N 0.952 1.872 5.687 -0.039 0.000 -0.056
C 0.357 2.579 4.559 0.030 0.026 -0.021
C -0.065 1.583 3.499 -0.071 -0.022 -0.238
O -0.700 1.856 2.489 0.167 -0.810 0.104
O 0.299 0.340 3.716 0.201 -0.285 0.268
H 1.802 2.313 6.011 0.015 -0.006 -0.017
H 0.825 0.316 4.559 -0.210 0.364 0.048
H 0.317 1.814 6.473 0.005 -0.007 -0.004
H 1.078 3.250 4.088 -0.005 0.007 -0.003
H -0.515 3.184 4.813 -0.015 -0.005 -0.001
N -6.819 -1.120 -2.040 0.013 -0.005 0.019
C -5.829 -1.533 -1.631 -0.024 0.002 -0.033
C -4.573 -2.014 -1.129 0.018 0.015 0.025
C -4.079 -3.272 -1.456 -0.016 -0.011 -0.016
C -2.849 -3.644 -0.944 0.008 0.011 0.000
C -2.155 -2.763 -0.140 0.090 0.038 -0.116
N -2.643 -1.554 0.186 -0.059 -0.111 0.096
C -3.837 -1.185 -0.296 -0.104 -0.072 0.136
H -4.647 -3.932 -2.097 -0.001 0.002 0.003
H -2.413 -4.605 -1.174 -0.001 0.003 -0.001
H -1.165 -2.996 0.222 -0.110 0.017 -0.052
H -4.222 -0.222 0.001 0.004 -0.033 -0.015
C -1.119 2.386 -6.541 0.000 -0.003 0.001
C -0.624 1.955 -5.191 0.009 0.008 0.012
C 0.159 2.788 -4.405 0.019 -0.019 -0.003
C 0.615 2.403 -3.148 -0.003 0.000 -0.033
C 1.447 3.382 -2.358 -0.016 0.015 0.031
C 0.297 1.120 -2.672 -0.081 0.204 0.044
As 0.899 0.908 -0.814 0.031 -0.466 0.102
N 0.120 -0.596 0.097 -0.015 0.339 -0.231
C 1.065 -1.601 0.360 0.188 -0.078 0.071
C 1.503 -1.889 1.659 0.180 0.262 -0.036
C 2.493 -2.832 1.880 0.013 -0.010 -0.012
C 3.034 -3.545 0.818 -0.023 -0.021 -0.012
C 2.592 -3.292 -0.475 0.023 -0.004 0.039
C 1.642 -2.316 -0.703 -0.113 -0.008 -0.029
C 2.803 0.515 -0.905 0.008 0.077 -0.064
C 3.494 0.833 0.278 0.011 0.008 0.043
C 2.820 1.360 1.523 0.008 -0.067 0.032
C 4.872 0.657 0.333 0.012 0.025 0.013
C 5.596 0.204 -0.757 -0.021 -0.004 -0.015
C 7.085 0.034 -0.695 0.003 -0.003 -0.006
C 4.900 -0.069 -1.930 -0.004 0.013 0.049
C 3.524 0.080 -2.039 -0.022 -0.048 0.048
C 2.929 -0.232 -3.389 -0.001 0.015 0.018
C -0.486 0.257 -3.450 0.048 -0.041 0.005
C -0.827 -1.151 -3.043 -0.037 -0.047 -0.043
C -0.936 0.696 -4.688 0.025 -0.032 -0.033
H -0.791 3.395 -6.782 -0.002 -0.001 0.002
H -2.209 2.362 -6.582 0.003 -0.002 -0.001
H -0.751 1.715 -7.318 0.000 0.003 0.001
H 0.423 3.772 -4.774 -0.001 -0.001 -0.001
H 1.624 4.284 -2.940 -0.004 0.003 0.001
H 2.423 2.969 -2.092 0.010 -0.007 -0.002
H 0.948 3.682 -1.431 0.004 -0.009 -0.004
H 1.100 -1.316 2.480 0.004 -0.041 -0.024
H 2.847 -3.010 2.887 -0.005 0.001 0.010
H 3.796 -4.291 0.997 0.011 0.013 -0.003
H 3.008 -3.840 -1.310 -0.005 -0.001 0.000
H 1.313 -2.105 -1.708 0.026 0.028 -0.054
H 2.019 2.067 1.302 0.002 0.033 -0.002
H 3.552 1.868 2.149 0.018 -0.005 0.013
H 2.392 0.543 2.112 0.007 0.044 -0.050
H 5.394 0.900 1.251 0.004 -0.002 -0.001
H 7.469 0.237 0.303 0.001 -0.001 0.000
H 7.578 0.712 -1.393 0.001 -0.002 0.002
H 7.372 -0.981 -0.973 -0.001 0.002 -0.001
H 5.452 -0.408 -2.799 -0.002 -0.001 0.005
H 3.637 -0.817 -3.973 -0.010 0.005 0.005
H 2.712 0.677 -3.951 -0.005 0.029 0.000
H 2.000 -0.790 -3.329 -0.066 -0.070 0.038
H -0.971 -1.246 -1.970 -0.007 -0.018 0.051
H -0.027 -1.841 -3.328 -0.043 0.023 -0.017
H -1.730 -1.487 -3.555 0.000 0.007 0.026
H -1.541 0.025 -5.289 0.006 0.002 0.007
```
Positions in Å, forces in eV/Å.

Output
⟨S²⟩: 0.768
Energy in eV: -126613.6800
2S+1: 2
Charge: +2
LUMO (spin up / spin down) in eV: -5.515 / -7.142
HOMO-LUMO gap (spin up / spin down) in eV: 7.37 / 5.84

# 3
Molecular formula: C44H46BClN8O8PSV
Method: DFT, ωB97M-V with the def2-TZVPD basis set

Geometry as XYZ:
```
111
Properties=species:S:1:pos:R:3:forces:R:3
V 1.394 -0.373 0.565 -0.159 0.063 0.317
C 1.967 -1.676 3.822 0.016 -0.021 -0.014
C 0.648 -2.015 3.213 -0.009 0.026 -0.019
C -0.300 -2.902 3.727 -0.017 -0.017 0.020
C -1.324 -2.915 2.806 0.018 0.009 0.016
C -2.588 -3.707 2.875 0.002 0.011 -0.017
N -1.000 -2.071 1.805 -0.085 0.068 0.046
N 0.214 -1.504 2.060 0.128 -0.011 -0.197
B -1.912 -1.794 0.577 -0.019 -0.001 -0.045
N -2.729 -0.487 0.714 0.051 0.043 -0.017
N -2.129 0.716 0.867 -0.047 -0.035 0.154
C -3.102 1.610 0.987 0.045 0.017 -0.086
C -2.789 3.065 1.130 0.001 -0.041 -0.085
C -4.359 0.986 0.893 -0.014 -0.014 0.076
C -4.077 -0.354 0.723 -0.005 -0.013 -0.021
C -5.043 -1.482 0.556 0.002 0.010 -0.023
N -1.126 -1.914 -0.749 0.068 -0.061 0.049
N 0.122 -1.412 -0.964 0.038 0.007 0.067
C 0.562 -1.950 -2.101 -0.034 0.037 0.005
C 1.894 -1.661 -2.712 -0.001 0.002 0.018
C -0.410 -2.801 -2.636 0.045 0.001 -0.023
C -1.460 -2.758 -1.751 -0.036 0.073 -0.020
C -2.764 -3.473 -1.857 -0.008 0.016 -0.009
H 1.890 -1.693 4.910 -0.007 -0.002 0.002
H 2.324 -0.701 3.500 -0.006 0.004 0.015
H 2.725 -2.407 3.532 -0.003 -0.003 -0.002
H -0.238 -3.472 4.639 0.001 0.003 -0.002
H -2.576 -4.310 3.783 0.000 0.001 0.000
H -2.694 -4.372 2.018 -0.001 0.000 0.003
H -3.465 -3.061 2.906 -0.018 0.010 -0.010
H -2.720 -2.675 0.558 0.001 0.010 0.023
H -1.710 3.185 1.180 -0.015 0.003 0.014
H -3.248 3.498 2.022 -0.004 -0.018 0.013
H -3.143 3.631 0.263 -0.007 0.020 0.035
H -5.336 1.440 0.947 -0.001 -0.002 0.002
H -6.060 -1.092 0.611 0.000 0.004 0.006
H -4.927 -2.242 1.328 0.007 -0.015 0.014
H -4.921 -1.978 -0.408 -0.016 0.011 0.020
H 2.615 -1.344 -1.965 0.009 0.012 -0.002
H 1.815 -0.891 -3.483 0.004 0.028 -0.014
H 2.277 -2.565 -3.186 0.001 -0.001 0.005
H -0.351 -3.372 -3.548 0.004 0.000 0.004
H -2.800 -3.999 -2.811 0.009 -0.007 0.003
H -3.599 -2.772 -1.828 0.006 -0.018 -0.013
H -2.902 -4.199 -1.054 0.002 0.009 0.003
O 5.176 0.656 2.129 -0.014 0.000 0.030
C 4.256 -0.072 1.770 0.046 0.009 -0.032
O 3.037 0.318 1.634 -0.107 -0.045 -0.106
C 4.558 -1.538 1.510 -0.048 0.000 -0.009
C 5.748 -2.021 1.995 0.029 -0.042 0.017
C 6.099 -3.363 1.841 -0.003 0.041 0.067
C 5.253 -4.245 1.197 -0.068 -0.053 -0.020
C 4.050 -3.778 0.723 0.076 0.131 -0.041
C 3.648 -2.402 0.806 0.039 0.058 0.004
O 2.593 -2.002 0.232 -0.058 -0.139 -0.021
N 3.174 -4.764 0.096 0.025 -0.237 0.212
O 1.976 -4.664 0.254 -0.022 0.083 -0.069
O 3.710 -5.691 -0.501 -0.038 0.104 -0.093
N 7.356 -3.849 2.368 0.098 0.040 -0.182
O 8.097 -3.056 2.925 -0.035 -0.014 0.065
O 7.634 -5.030 2.209 -0.040 -0.010 0.063
H 6.411 -1.332 2.497 0.003 -0.005 0.002
H 5.519 -5.284 1.075 0.008 0.005 0.003
Cl 2.838 1.302 -1.034 0.016 0.070 -0.106
C 2.375 1.745 -2.661 -0.001 0.020 -0.016
C 3.420 1.946 -3.554 0.020 -0.007 -0.007
C 3.145 2.365 -4.843 0.017 0.006 0.005
C 1.831 2.601 -5.228 -0.018 0.004 -0.003
C 0.805 2.392 -4.325 0.017 0.016 -0.003
C 1.045 1.938 -3.025 0.041 -0.030 0.013
P -0.314 1.651 -1.804 0.065 0.008 -0.021
C -1.585 0.837 -2.848 -0.041 -0.004 0.045
C -1.308 0.107 -4.000 0.000 -0.021 -0.023
C -2.311 -0.592 -4.661 0.027 0.001 0.004
C -3.607 -0.586 -4.175 -0.008 -0.011 0.019
C -3.893 0.114 -3.008 0.004 -0.002 -0.007
C -2.893 0.809 -2.350 0.019 0.015 -0.017
C -0.890 3.400 -1.742 -0.025 -0.015 -0.009
C -1.943 3.951 -2.466 0.028 -0.027 0.029
C -2.282 5.289 -2.308 -0.001 0.006 0.000
C -1.566 6.095 -1.436 -0.002 0.009 -0.001
C -0.504 5.557 -0.719 0.012 -0.015 -0.006
C -0.175 4.219 -0.865 -0.009 0.008 -0.032
H 4.436 1.772 -3.227 -0.001 0.003 -0.002
H 3.957 2.518 -5.541 0.002 0.000 0.003
H 1.610 2.949 -6.229 -0.003 -0.001 0.002
H -0.219 2.583 -4.625 -0.001 -0.005 -0.005
H -0.298 0.063 -4.387 -0.013 0.003 0.002
H -2.066 -1.157 -5.552 -0.003 0.002 0.004
H -4.386 -1.136 -4.688 0.000 0.002 0.000
H -4.895 0.112 -2.595 -0.001 0.000 -0.007
H -3.132 1.326 -1.430 0.005 0.011 0.009
H -2.510 3.331 -3.149 -0.018 -0.018 -0.010
H -3.109 5.703 -2.873 0.001 -0.003 0.000
H -1.833 7.138 -1.315 0.000 -0.006 0.001
H 0.061 6.180 -0.035 -0.001 -0.002 -0.002
H 0.629 3.781 -0.282 0.007 -0.001 -0.009
O 0.727 1.785 1.332 -0.025 -0.186 0.023
S 1.286 2.249 2.661 0.064 0.037 -0.061
C 0.288 1.440 3.943 0.032 -0.014 0.004
C -1.004 2.227 4.076 0.010 0.019 0.035
C -0.587 3.696 4.059 -0.011 -0.001 -0.004
C 0.447 3.854 2.942 -0.048 -0.029 -0.034
H 0.888 1.461 4.858 -0.004 0.006 -0.005
H 0.152 0.410 3.619 0.013 0.006 0.007
H -1.536 1.965 4.992 -0.004 -0.001 -0.006
H -1.648 1.986 3.232 -0.023 0.012 -0.056
H -0.135 3.957 5.020 0.001 0.006 -0.005
H -1.433 4.368 3.901 -0.002 -0.010 -0.002
H 1.199 4.616 3.145 0.019 -0.025 0.017
H -0.013 4.065 1.976 0.009 0.022 0.033
```
Positions in Å, forces in eV/Å.

Output
⟨S²⟩: 3.755
Energy in eV: -133689.3561
2S+1: 4
Charge: -1
LUMO (spin up / spin down) in eV: 2.147 / 2.147
HOMO-LUMO gap (spin up / spin down) in eV: 6.60 / 7.76

In order of appearance, relative energy (zero: lowest compared OMol25 entry of this formula, charge and spin) = 0.0, 81.5, 54.4 kJ/mol.